No. 1
Density functional theory data (wB97M-V/def2-TZVPD) for a 2-piece molecular cluster, C7H9NOSi2 overall at a distorted geometry.

Positions of all 20 atoms, in Å:
1 C 0.257150 -0.094354 -0.448290
2 H -0.010650 -1.946813 0.529617
3 C 2.456487 0.996548 -0.382132
4 H -1.893425 1.028523 -1.634314
5 Si -2.608800 1.246436 2.547298
6 H -3.044010 2.219750 1.566738
7 H 3.980426 -0.406395 -0.058600
8 H -1.299071 1.816128 3.016841
9 C -1.717299 -1.518362 -2.445674
10 O -3.062192 -0.143596 2.872514
11 C 2.072802 -1.246572 0.323343
12 N -1.888281 -2.315969 -3.253638
13 C 1.047969 1.064679 -0.642635
14 H 3.144799 1.743941 -0.582138
15 H 0.544778 1.826046 -1.185181
16 C 2.930644 -0.213126 0.139453
17 C 0.736191 -1.180301 0.214135
18 Si -1.490002 -0.262775 -1.068984
19 H -2.791408 -0.515040 -0.242437
20 H 2.633892 -2.098749 0.734083

Atoms 1-6, force components in eV/Å:
C -1.2 1.7 0.2
H 1.2 0.2 -0.3
C -3.1 -1.6 0.7
H 0.2 0.2 -0.4
Si 1.9 1.0 -0.1
H -0.8 0.1 -0.4

Summary:
- Molar mass: 179.33 g mol⁻¹
- Energy above the lowest of the compared OMol25 structures with the same formula, charge and spin: 71.52 kcal/mol
- Largest force on an atom: 4.48 eV/A
- LUMO energy: -0.0259 hartree
- SMILES: N#C[SiH2]c1ccccc1.O=[SiH2]
- Kohn-Sham gap: 9.4 eV

No. 2
Density functional theory data (wB97M-V/def2-TZVPD) for C7H9NS as an isolated structure at a distorted geometry.

Positions of all 18 atoms, in Å:
1 C -1.137031 -1.070776 -1.240593
2 C 1.503118 0.816102 -1.527438
3 H 0.199493 1.830672 -0.255364
4 H -2.276838 -0.545114 0.834948
5 C 1.074606 -2.187026 1.052424
6 H -0.858498 -0.364508 1.759516
7 C -0.547801 -0.104407 -0.353805
8 H -1.443734 1.097662 1.012970
9 H 1.968152 1.782771 -1.808825
10 H 1.553168 0.205265 -2.342003
11 S 2.400263 -0.183282 -0.266458
12 C -1.329552 0.030511 0.877251
13 C 1.052832 -1.077015 0.228079
14 C 0.085663 1.076211 -0.962511
15 H 0.245430 -2.704479 1.469521
16 N -1.621386 -1.672507 -2.094473
17 H -0.385193 1.352697 -1.865790
18 H 2.071999 -2.471973 1.520548

Atoms 1-6, force components in eV/Å:
C -0.1 0.4 -1.5
C 0.1 1.1 2.6
H -0.2 1.5 1.1
H 0.2 0.9 -0.1
C 2.0 2.5 -0.9
H 0.6 0.0 0.3

Summary:
- Molar mass: 139.22 g mol⁻¹
- Energy above the lowest of the compared OMol25 structures with the same formula, charge and spin: 46.46 kcal/mol
- Largest force on an atom: 5.71 eV/A
- LUMO energy: 0.0235 hartree
- Kohn-Sham gap: 9.0 eV

No. 3
Density functional theory data (wB97M-V/def2-TZVPD) for one molecule with the formula C7H9O2P at a distorted geometry.

Positions of all 19 atoms, in Å:
1 C 0.519242 0.846267 -0.667488
2 C -1.401925 -0.287543 2.926467
3 H -1.266822 1.178673 -0.118385
4 C 0.115437 -0.462631 -0.766466
5 P -0.201920 -0.205386 4.404636
6 H 0.678812 -1.309437 -1.089469
7 H 2.148748 1.290953 0.562116
8 H -2.812168 -1.263976 0.865031
9 C 1.946138 1.390497 -0.479551
10 C -0.933001 -0.824996 1.803295
11 O -0.423676 1.764035 -0.224439
12 O -0.890696 0.260517 5.605164
13 H -1.890682 -1.272065 -1.481112
14 C -1.844521 -0.981061 0.598235
15 H 2.683553 0.838592 -1.134887
16 H -2.423521 -0.121622 3.004603
17 H 2.055471 2.382726 -0.740847
18 H 0.072509 -1.205906 1.701982
19 C -1.261971 -0.916377 -0.581328

Atoms 1-6, force components in eV/Å:
C -0.5 -0.9 1.8
C 2.6 -0.7 1.7
H 1.7 1.8 -0.2
C 0.4 1.1 -0.7
P -0.3 -0.4 -2.1
H 1.3 0.1 -0.3

Summary:
- Molar mass: 156.12 g mol⁻¹
- Energy above the lowest of the compared OMol25 structures with the same formula, charge and spin: 64.94 kcal/mol
- Largest force on an atom: 3.60 eV/A
- LUMO energy: -0.0281 hartree
- SMILES: C/C(O)=C/C=C\C=C\P=O
- Kohn-Sham gap: 8.0 eV

No. 4
Density functional theory data (wB97M-V/def2-TZVPD) for C7H9O3P as an isolated structure at a distorted geometry.

Positions of all 20 atoms, in Å:
1 H -3.215390 2.092391 0.292432
2 H 3.267403 -0.671923 2.977943
3 H 0.697420 -2.218113 -0.981536
4 P 0.412290 -1.159176 1.099507
5 H 1.345859 -3.278172 0.402373
6 O -0.192375 -1.814313 2.265298
7 H 1.304048 0.348489 -0.872048
8 H 2.301430 -1.895307 -0.308787
9 H -2.146594 0.220900 1.461075
10 C -1.449860 2.412650 -0.996595
11 C 1.327295 -2.252841 -0.030589
12 O 3.060892 -0.831592 2.056317
13 H 0.594255 2.519484 -1.797868
14 C -0.465477 0.163583 0.248978
15 C -2.229813 1.755940 -0.048492
16 C 0.363223 0.818400 -0.635794
17 O 2.043047 0.085692 1.815702
18 C -1.675551 0.716659 0.701486
19 H -1.746624 3.356611 -1.416521
20 C -0.128869 1.964820 -1.237531

Atoms 1-6, force components in eV/Å:
H 0.4 0.2 -0.6
H 0.0 -0.1 0.4
H 0.7 -0.4 1.1
P 2.6 1.6 2.0
H 0.0 0.9 -0.3
O -0.3 0.0 -0.4

Summary:
- Molar mass: 172.12 g mol⁻¹
- Energy above the lowest of the compared OMol25 structures with the same formula, charge and spin: 24.02 kcal/mol
- Largest force on an atom: 4.14 eV/A
- LUMO energy: 0.0013 hartree
- Kohn-Sham gap: 8.8 eV

No. 5
Density functional theory data (wB97M-V/def2-TZVPD) for a 2-piece molecular cluster, C7H9P overall at a distorted geometry.

Positions of all 17 atoms, in Å:
1 C -1.599012 -2.003641 -1.162152
2 C 1.807509 1.172103 1.430173
3 H 0.497244 -0.236946 2.265107
4 H -2.757473 -3.718366 -1.693663
5 H 2.337372 1.876194 -0.576801
6 C 0.349181 2.269527 -0.155023
7 H -1.628114 -2.830541 -3.013615
8 C 0.494298 0.845174 2.090190
9 C -1.672262 -3.290368 -1.929693
10 H 2.836008 1.053465 1.789764
11 H -0.073776 2.035010 -1.221888
12 H -0.826037 -4.017513 -1.739911
13 P -0.892019 1.615489 1.105400
14 H 0.523124 1.259193 3.111130
15 C -1.420273 -1.059484 -0.473862
16 H 0.373254 3.381039 -0.038720
17 C 1.650978 1.649666 0.213564

Atoms 1-6, force components in eV/Å:
C 0.2 -3.7 -1.4
C 0.3 0.0 -1.0
H -0.7 0.1 -0.3
H 2.5 0.5 -0.8
H 1.3 -0.2 0.3
C -2.4 -0.7 -0.9

Summary:
- Molar mass: 124.12 g mol⁻¹
- Energy above the lowest of the compared OMol25 structures with the same formula, charge and spin: 135.91 kcal/mol
- Largest force on an atom: 4.98 eV/A
- LUMO energy (spin up / spin down): -0.0699 / -0.0513 hartree
- Kohn-Sham gap (spin up / spin down): 6.6 / 7.6 eV

No. 6
Density functional theory data (wB97M-V/def2-TZVPD) for a 2-piece molecular cluster, C7H9PS3 overall at a distorted geometry.

Positions of all 20 atoms, in Å:
1 C 2.576728 -0.246040 -0.063020
2 H -0.754175 -2.918062 -1.039799
3 H 5.822140 -0.387522 -0.215761
4 H -4.018720 -0.754468 -1.006664
5 C 5.215999 0.151847 0.447475
6 C -3.644552 1.092179 0.002518
7 H -0.300091 1.414687 0.246810
8 S -1.633457 -3.290110 -0.204718
9 H -2.505694 2.714010 0.883138
10 C -2.531493 1.817048 0.338770
11 H -1.336176 -0.664708 -1.445532
12 S 1.498745 -1.142226 0.684578
13 C -1.813472 -0.206963 -0.523071
14 C -3.280341 -0.094953 -0.618523
15 H 5.866046 1.118054 0.778402
16 H -4.728278 1.489846 0.230699
17 C -1.372591 1.116454 0.010309
18 P -1.584880 -1.453554 0.882407
19 S 3.764717 0.657741 -0.604954
20 H 4.759554 -0.413263 1.216931

Atoms 1-6, force components in eV/Å:
C -1.6 -0.7 0.6
H 1.6 0.5 -1.7
H 0.9 -1.1 -0.6
H 0.1 -0.8 -0.3
C 0.9 3.6 0.0
C -4.0 -1.3 -0.9

Summary:
- Molar mass: 220.32 g mol⁻¹
- Energy above the lowest of the compared OMol25 structures with the same formula, charge and spin: 104.84 kcal/mol
- Largest force on an atom: 4.34 eV/A
- LUMO energy (spin up / spin down): -0.0208 / -0.0258 hartree
- Kohn-Sham gap (spin up / spin down): 6.6 / 6.5 eV

No. 7
Density functional theory data (wB97M-V/def2-TZVPD) for C7HF18MnN3O15S6 as an isolated structure at a distorted geometry.

Positions of all 51 atoms, in Å:
1 N -0.277550 -0.021659 -2.831324
2 S -0.339560 3.446081 -0.875854
3 F -2.013380 0.492711 2.596846
4 Mn 0.441360 0.307481 -1.019294
5 F 1.717340 1.755261 -5.708254
6 O 0.798920 1.404881 2.233486
7 O -0.289470 4.739501 -0.134374
8 O -0.673620 -0.644149 -5.378584
9 O 2.431170 -0.402369 -0.683604
10 C 3.153930 -0.841039 0.233066
11 O -1.081720 1.601911 -4.596484
12 C 1.573680 0.684341 -4.876514
13 F 2.187510 0.832461 -3.649964
14 F 1.725840 -2.512659 5.705086
15 F -0.314800 -1.988909 6.152746
16 N 0.369990 -1.732089 3.130416
17 O 3.900990 -1.946659 0.072016
18 O -2.820430 -0.660109 -3.759874
19 S -1.768080 -0.931819 -2.782224
20 O -1.145730 -3.009989 1.125216
21 F 2.288200 4.173781 0.466296
22 O -0.123750 -0.811399 0.682106
23 C -1.138170 -2.799519 -2.966644
24 N 0.256320 2.095601 -0.191394
25 O 2.762070 -0.550109 1.365706
26 F -0.815140 -3.317029 -1.742944
27 C -2.328350 -0.790179 2.287696
28 F -0.002920 -2.867899 -3.774834
29 C 1.888680 3.807591 1.658646
30 F -2.560420 2.323101 0.209376
31 F 2.881710 3.184061 2.219106
32 F -2.543560 2.235561 -1.979204
33 S -0.338660 0.374171 -4.418384
34 F -3.258490 -0.734339 1.297826
35 F -2.010800 -3.683969 -3.473754
36 F 0.446780 -4.098189 6.342126
37 F -2.801290 -1.448869 3.362876
38 O 0.215630 3.491811 -2.214774
39 F -3.035180 4.120101 -0.988474
40 F 2.198380 -0.342809 -5.469664
41 S 0.104530 -3.198429 3.672596
42 O -0.842390 3.164591 2.118386
43 F 1.559920 4.859031 2.410196
44 C -2.303420 2.990931 -0.907104
45 H 4.256810 -2.234219 0.915996
46 O -2.141830 -0.745719 -1.366934
47 C 0.507300 -2.948289 5.662996
48 S -0.740450 -1.718079 1.672926
49 O -1.339560 -3.523029 3.609816
50 O 1.042460 -4.154899 3.076226
51 S 0.339190 2.573471 1.510666

Atoms 1-6, force components in eV/Å:
N -2.7 -2.3 -3.0
S -1.3 3.0 -1.9
F -0.3 -1.6 0.0
Mn 0.0 -0.9 1.2
F -0.2 -1.1 1.6
O 0.4 0.7 -1.1

Summary:
- Spin multiplicity: 7
- Molar mass: 956.40 g mol⁻¹
- Energy above the lowest of the compared OMol25 structures with the same formula, charge and spin: 18.56 kcal/mol
- Largest force on an atom: 5.21 eV/A
- LUMO energy (spin up / spin down): 0.0571 / -0.0959 hartree
- ⟨S²⟩: 12.011
- Total charge: -1
- Kohn-Sham gap (spin up / spin down): 8.7 / 4.6 eV